#A
Computed, not measured: C4H5N3O2 as an isolated structure, with ωB97M-V with the def2-TZVPD basis set.

Geometry (Å):
C: -0.215 1.626 1.449
C: -1.414 -0.116 0.056
C: 0.117 -0.916 -0.987
C: 0.824 0.011 -0.167
H: 0.231 1.427 2.738
H: 0.257 2.397 1.243
H: -0.984 1.837 1.772
H: -2.513 0.281 0.193
H: 1.956 0.416 0.126
N: -0.239 0.525 0.589
N: -1.176 -1.058 -0.805
N: 0.817 -1.976 -1.842
O: 2.098 -1.722 -1.900
O: 0.240 -2.732 -2.465

The value obtained for the highest occupied orbital energy is -9.434 eV. The LUMO energy comes out at 0.07 eV.

Atom charges from the natural (NBO) analysis, given in e for atoms 1 to 4: -0.28 0.18 0.13 -0.05


#B
Computed, not measured: one molecule with the formula C4H5N3O2, with ωB97M-V with the def2-TZVPD basis set.

Geometry (Å):
O: -1.009 2.013 -0.058
C: -1.361 0.824 -0.081
C: -2.664 0.194 0.072
N: -2.531 -1.113 -0.138
O: -1.239 -1.474 -0.201
N: -0.410 -0.207 0.007
N: 0.826 -0.381 -0.648
C: 1.837 0.544 -0.226
C: 1.856 -0.748 0.383
H: -3.645 0.599 0.008
H: 2.683 0.768 -1.035
H: 1.551 1.363 0.497
H: 2.511 -1.562 -0.028
H: 1.593 -0.819 1.447

The value obtained for the highest occupied orbital energy is -9.516 eV. The LUMO energy comes out at -0.03 eV.

Atom charges from the natural (NBO) analysis, given in e for atoms 1 to 4: -0.58 0.55 -0.14 0.00


Tell me which of them is the most stable. Sure, it is #B.


#A
Computed, not measured: a 2-piece molecular cluster, C4H8N overall, with ωB97M-V with the def2-TZVPD basis set.

Geometry (Å):
C: 1.846 0.147 -0.269
C: 0.934 1.100 0.042
C: 0.917 -1.006 0.019
C: -1.438 0.209 -0.402
N: -0.103 0.188 0.329
H: 2.784 -0.022 -0.668
H: 1.021 2.166 -0.177
H: 0.818 -1.638 -0.811
H: 1.164 -1.564 0.844
H: -1.116 0.209 -1.393
H: -2.017 -0.581 -0.083
H: -1.983 1.093 -0.318
H: -0.144 -0.141 2.068

The value obtained for the highest occupied orbital energy (spin up / spin down) is -14.890 / -14.911 eV. As for the total charge: +1. The LUMO energy (spin up / spin down) comes out at -6.28 / -6.56 eV.

Atom charges from the natural (NBO) analysis, given in e for atoms 1 to 4: -0.09 -0.06 -0.21 -0.38


#B
Computed, not measured: a 2-piece molecular cluster, C4H8N overall, with ωB97M-V with the def2-TZVPD basis set.

Geometry (Å):
C: -2.441 0.763 -0.516
C: -1.536 0.162 -0.010
C: 1.826 1.562 -0.083
C: -0.368 -0.346 0.515
N: -0.029 -1.773 0.118
H: -3.417 1.093 -0.882
H: 1.194 1.902 -0.880
H: 1.534 1.715 0.900
H: 2.787 1.120 -0.379
H: 0.475 0.280 0.853
H: -0.550 -2.056 -0.772
H: -0.418 -2.315 0.937
H: 0.942 -2.108 0.198

The value obtained for the highest occupied orbital energy (spin up / spin down) is -13.484 / -12.652 eV. As for the total charge: +1. The LUMO energy (spin up / spin down) comes out at -4.18 / -5.67 eV.

Atom charges from the natural (NBO) analysis, given in e for atoms 1 to 4: 0.01 -0.20 -0.49 -0.04


#C
Computed, not measured: an isolated ion of composition C4H8N and charge +1, with ωB97M-V with the def2-TZVPD basis set.

Geometry (Å):
C: 1.746 0.029 -0.743
C: 0.452 0.033 0.031
C: 0.479 -0.141 1.420
C: -1.978 -0.076 -0.102
N: -0.669 0.172 -0.649
H: 2.432 0.796 -0.378
H: 2.207 -0.953 -0.628
H: 1.513 0.223 -1.785
H: -0.391 -0.326 2.039
H: 1.442 -0.283 1.891
H: -1.967 -0.638 0.827
H: -2.457 0.901 0.047
H: -2.556 -0.600 -0.864

The value obtained for the highest occupied orbital energy is -16.022 eV. As for the total charge: +1. The LUMO energy comes out at -8.46 eV.

Atom charges from the natural (NBO) analysis, given in e for atoms 1 to 4: -0.66 0.06 0.10 -0.49


Tell me which of them is the most stable. Sure, it is #C.


#A
Computed, not measured: one molecule with the formula C22H25N3O4S, with ωB97M-V with the def2-TZVPD basis set.

Geometry (Å):
C: -5.128 -3.264 -1.756
N: -4.506 -2.346 -0.832
C: -4.395 -1.030 -1.090
O: -4.852 -0.485 -2.067
C: -3.660 -0.252 0.011
C: -3.439 1.194 -0.386
C: -2.865 1.969 0.775
O: -3.391 2.952 1.242
N: -1.682 1.485 1.285
C: -1.007 2.327 2.272
C: -0.416 3.596 1.646
C: 0.589 3.263 0.582
C: 1.912 3.014 0.909
C: 2.842 2.668 -0.056
C: 2.449 2.556 -1.385
O: 3.271 2.207 -2.417
C: 4.614 1.907 -2.132
C: 1.119 2.808 -1.724
C: 0.207 3.158 -0.751
C: -1.032 0.346 0.871
N: 0.216 0.248 0.971
C: 0.963 -0.892 0.740
C: 2.012 -0.836 -0.179
C: 2.818 -1.932 -0.378
C: 2.617 -3.109 0.349
O: 3.482 -4.128 0.080
C: 3.326 -5.341 0.774
C: 1.582 -3.162 1.274
C: 0.760 -2.064 1.461
S: -2.033 -1.044 0.302
H: -4.395 -3.965 -2.160
H: -5.551 -2.675 -2.567
H: -5.922 -3.822 -1.257
H: -4.033 -2.737 -0.032
H: -4.236 -0.321 0.940
H: -2.761 1.237 -1.242
H: -4.389 1.647 -0.677
H: -1.754 2.608 3.020
H: -0.219 1.727 2.727
H: 0.054 4.170 2.445
H: -1.230 4.189 1.227
H: 2.231 3.091 1.938
H: 3.862 2.482 0.241
H: 5.065 1.637 -3.086
H: 4.700 1.062 -1.440
H: 5.141 2.772 -1.717
H: 0.828 2.722 -2.759
H: -0.817 3.361 -1.031
H: 2.158 0.070 -0.743
H: 3.621 -1.908 -1.097
H: 3.452 -5.207 1.853
H: 2.349 -5.795 0.576
H: 4.109 -5.998 0.400
H: 1.400 -4.050 1.858
H: -0.034 -2.109 2.191

The value obtained for the highest occupied orbital energy is -7.867 eV. The LUMO energy comes out at 0.37 eV.

Atom charges from the natural (NBO) analysis, given in e for atoms 1 to 4: -0.42 -0.61 0.67 -0.61


#B
Computed, not measured: one molecule with the formula C22H25N3O4S, with ωB97M-V with the def2-TZVPD basis set.

Geometry (Å):
C: 7.274 -2.100 0.085
C: 6.159 -3.083 -0.209
O: 6.176 -4.220 0.222
N: 5.153 -2.643 -1.006
C: 4.919 -1.287 -1.445
C: 3.685 -0.729 -0.723
N: 2.530 -1.577 -0.932
S: 1.751 -1.363 -2.409
O: 1.787 0.042 -2.696
O: 2.222 -2.273 -3.416
C: 0.083 -1.812 -1.946
C: -0.485 -2.991 -2.386
C: -1.774 -3.308 -1.982
C: -2.472 -2.436 -1.165
C: -1.906 -1.232 -0.752
C: -2.729 -0.335 0.127
O: -3.545 -0.790 0.901
N: -2.471 0.985 -0.064
C: -3.044 2.098 0.569
C: -2.632 3.358 0.140
C: -3.144 4.508 0.718
C: -4.070 4.390 1.735
C: -4.481 3.130 2.164
C: -3.982 1.979 1.594
C: -5.497 3.257 3.260
C: -5.337 4.714 3.723
C: -4.775 5.466 2.506
C: -0.604 -0.930 -1.137
C: 2.772 -2.965 -0.590
C: 4.026 -3.513 -1.280
H: 8.029 -2.619 0.668
H: 7.724 -1.740 -0.837
H: 6.904 -1.255 0.661
H: 5.785 -0.656 -1.258
H: 4.712 -1.300 -2.522
H: 3.429 0.258 -1.108
H: 3.869 -0.670 0.355
H: 0.086 -3.636 -3.036
H: -2.230 -4.231 -2.305
H: -3.473 -2.668 -0.834
H: -1.805 1.220 -0.787
H: -1.902 3.437 -0.654
H: -2.817 5.479 0.376
H: -4.300 1.005 1.926
H: -6.497 3.084 2.853
H: -5.336 2.541 4.066
H: -4.615 4.757 4.540
H: -6.274 5.142 4.077
H: -5.582 5.884 1.898
H: -4.112 6.284 2.789
H: -0.089 -0.037 -0.816
H: 1.893 -3.537 -0.888
H: 2.886 -3.026 0.497
H: 4.270 -4.507 -0.903
H: 3.856 -3.549 -2.360

The value obtained for the highest occupied orbital energy is -8.349 eV. The LUMO energy comes out at 0.20 eV.

Atom charges from the natural (NBO) analysis, given in e for atoms 1 to 4: -0.71 0.69 -0.63 -0.45


Tell me which of them is the most stable. Sure, it is #B.


#A
Computed, not measured: an isolated ion of composition C6H10N3O and charge +1, with ωB97M-V with the def2-TZVPD basis set.

Geometry (Å):
N: -0.650 -1.670 0.764
C: -1.502 -0.993 -0.094
N: -1.944 -1.592 -1.138
C: -1.901 0.361 0.092
N: -1.577 1.094 1.083
C: -0.459 1.138 1.747
C: 0.849 1.144 1.233
C: 1.151 0.977 -0.168
C: 2.371 1.190 -0.674
O: 2.407 1.167 -1.977
H: -0.544 -1.477 1.686
H: -0.649 -2.669 0.607
H: -2.642 -1.116 -1.751
H: -1.848 -2.645 -1.432
H: -2.627 0.738 -0.631
H: -0.539 1.399 2.801
H: 1.699 1.454 2.015
H: 0.363 0.680 -0.876
H: 3.318 1.476 -0.279
H: 3.259 1.001 -2.491

The value obtained for the highest occupied orbital energy (spin up / spin down) is -11.166 / -11.222 eV. As for the total charge: +1. The LUMO energy (spin up / spin down) comes out at -4.96 / -4.77 eV.

Atom charges from the natural (NBO) analysis, given in e for atoms 1 to 4: -0.73 0.47 -0.71 -0.06


#B
Computed, not measured: an isolated ion of composition C6H10N3O and charge +1, with ωB97M-V with the def2-TZVPD basis set.

Geometry (Å):
C: 1.287 -0.921 -1.708
O: 0.304 -0.637 -0.749
C: 0.321 0.582 0.083
C: 1.165 1.805 -0.350
C: 0.636 -0.019 1.408
N: -0.153 -0.206 2.395
C: -1.392 -0.018 2.160
N: -2.626 0.228 2.056
C: -2.063 -0.462 1.023
N: -2.324 -1.222 0.098
H: 1.072 -0.557 -2.684
H: 1.246 -2.000 -1.856
H: 2.294 -0.602 -1.441
H: -0.752 0.897 0.089
H: 1.010 2.686 0.372
H: 0.973 2.150 -1.309
H: 2.256 1.526 -0.293
H: 1.726 -0.244 1.439
H: -1.754 -1.868 -0.424
H: -3.227 -1.118 -0.308

The value obtained for the highest occupied orbital energy is -14.267 eV. As for the total charge: +1. The LUMO energy comes out at -4.69 eV.

Atom charges from the natural (NBO) analysis, given in e for atoms 1 to 4: -0.26 -0.56 0.03 -0.64


#C
Computed, not measured: C6H10N3O as an isolated structure, with ωB97M-V with the def2-TZVPD basis set.

Geometry (Å):
C: -0.242 0.718 2.547
C: 0.941 1.684 1.000
C: 0.218 0.614 0.558
C: 1.745 2.704 0.181
C: -1.371 -2.840 -2.064
C: -1.003 -1.835 -0.969
N: -0.465 -0.031 1.535
N: 0.536 1.753 2.342
N: -0.166 -0.729 -1.441
O: 0.076 -0.457 -2.554
H: -0.416 0.328 3.512
H: 2.041 2.231 -0.701
H: 1.104 3.477 -0.023
H: 2.702 3.024 0.604
H: -2.004 -3.690 -1.628
H: -1.891 -2.350 -2.777
H: -0.476 -3.186 -2.590
H: -0.357 -2.287 -0.292
H: -1.872 -1.421 -0.428
H: 0.901 2.294 3.187

The value obtained for the highest occupied orbital energy (spin up / spin down) is -13.613 / -13.667 eV. As for the total charge: +1. The LUMO energy (spin up / spin down) comes out at -6.17 / -6.58 eV.

Atom charges from the natural (NBO) analysis, given in e for atoms 1 to 4: 0.21 0.04 0.39 -0.63


Tell me which of them is the most stable. Sure, it is #A.